No. 1
A structure of composition C4H6DyO. Source: the OMol25 dataset; level of theory: ωB97M-V with the def2-TZVPD basis set.

Values from the calculation:
2S+1 ... 7
LUMO (spin up / spin down) ... -8.987 / -10.088 eV
Total charge ... +2
Relative energy (zero: lowest compared OMol25 entry of this formula, charge and spin) ... 3.119 eV
Frontier orbital gap (spin up / spin down) ... 0.2326 / 0.1925 Ha
E_HOMO (spin up / spin down) ... -15.317 / -15.327 eV

Geometry (Å):
Dy -0.3326 2.6777 -3.8904
O -0.6511 0.9800 -1.8695
C -1.0254 -0.0944 0.2112
C -0.2116 -0.8957 1.0875
C 1.2035 -0.8240 0.9588
C -0.2401 0.7072 -0.7408
H -1.8736 -0.6031 -0.2573
H 1.1368 0.1655 -0.2202
H -0.6092 -1.0362 2.0962
H -0.7543 1.3147 0.4177
H 1.6278 -1.5805 0.2871
H 1.7299 -0.8113 1.9198

Cartesian forces (eV/Å) of the 2 atoms listed first:
-0.3 -1.4 1.7
0.0 2.2 -3.8

---

No. 2
A structure of composition C4H6F24KO3P4. Source: the OMol25 dataset; level of theory: ωB97M-V with the def2-TZVPD basis set.

Values from the calculation:
2S+1 ... 1
LUMO ... 4.453 eV
Total charge ... -3
Frontier orbital gap ... 0.3354 Ha
E_HOMO ... -4.674 eV

Geometry (Å):
K 0.0856 8.3063 -21.2380
P -2.8890 10.3928 -17.4558
P -4.3053 8.2760 -23.8553
P -0.0322 2.9870 -18.8413
P 2.2676 5.9799 -25.2296
F 1.2972 7.3263 -25.1262
F -3.5836 6.8835 -24.1074
F -0.2513 4.6217 -18.7296
F -1.6977 2.8670 -18.6573
F -1.4607 10.5113 -18.1611
F 1.5795 3.0323 -19.0855
F -4.5992 8.3041 -25.5253
F -3.6637 10.9001 -18.7017
F -3.8525 8.2955 -22.2976
F 2.1218 6.0357 -26.7982
F -4.2415 10.1527 -16.6029
F -0.0378 3.0717 -20.4293
F -2.9261 9.1338 -24.0086
F -2.0589 9.8285 -16.0573
F 0.1679 1.3488 -18.9447
F 0.9411 5.1266 -25.1189
F -5.6019 7.4007 -23.6072
F 3.5110 7.0305 -25.2039
F 0.0652 3.0394 -17.2139
F -5.0028 9.6946 -23.6719
F -3.0484 8.9428 -18.2071
F 2.3334 5.8563 -23.6237
F -2.9518 11.9407 -16.9445
F 3.2772 4.6739 -25.3640
O 1.3235 12.0799 -26.0816
O 3.2484 12.5829 -25.1340
O 1.4440 12.1524 -23.7280
C 2.0115 12.2776 -24.8695
C 2.1255 12.5616 -27.1085
C 3.4784 12.5685 -26.5218
C 1.6582 13.9727 -27.5487
H 2.1685 11.9223 -27.9903
H 4.0127 11.6808 -26.8604
H 0.7075 13.7749 -28.0437
H 3.9478 13.5336 -26.7126
H 1.5263 14.7073 -26.7543
H 2.2375 14.5319 -28.2834

Cartesian forces (eV/Å) of the 2 atoms listed first:
-0.5 -0.3 -0.2
-0.5 -1.6 1.6

---

No. 3
A cluster of 2 separate species, C4H6F2O3P in total. Source: the OMol25 dataset; level of theory: ωB97M-V with the def2-TZVPD basis set.

Values from the calculation:
2S+1 ... 1
LUMO (spin up / spin down) ... 3.773 / 3.773 eV
Total charge ... -1
Relative energy (zero: lowest compared OMol25 entry of this formula, charge and spin) ... 5.163 eV
Frontier orbital gap (spin up / spin down) ... 0.2667 / 0.2667 Ha
E_HOMO (spin up / spin down) ... -3.483 / -3.485 eV

Geometry (Å):
P 0.2130 0.8222 1.7448
F 1.0364 -1.6909 0.7320
F -0.1953 -1.6872 2.4921
O 1.6699 1.7393 -1.8443
O -1.0959 1.2190 2.2223
O 1.4860 1.0952 2.3835
C 0.9069 0.5236 -2.0436
C -0.0757 -1.0233 1.2444
C -1.2417 -1.1849 0.4418
C 0.4061 1.6018 -1.1991
H -1.2955 -2.1850 0.0633
H -2.1487 -1.0466 0.8759
H 0.6116 0.5011 -3.1317
H 1.3039 -0.4275 -1.7904
H -1.3134 -0.5241 -0.4702
H -0.2674 2.2672 -1.7207

Cartesian forces (eV/Å) of the 2 atoms listed first:
0.4 -1.1 -2.3
-0.7 0.9 -0.4

---

Max |F| in eV Å⁻¹, matching the order above: 4.4; 6.5; 4.1